Formula: C26H45ClF3O3PPtS
Source: OMol25
Level of theory: wB97M-V/def2-TZVPD

The geometry in XYZ format:
```
81
Properties=species:S:1:pos:R:3:mulliken_spin:R:1
Pt -1.027 -0.657 2.280 1.69
Cl -2.342 -2.186 3.404 0.43
S 2.006 -1.898 2.786 0.03
P 0.465 0.025 -0.537 -0.02
F 1.034 -2.546 5.193 0.00
F 1.314 -0.393 4.856 0.00
F 3.058 -1.680 5.212 0.00
O 2.710 -0.688 2.360 0.00
O 0.578 -1.964 2.292 0.09
O 2.634 -3.167 2.593 0.00
C -1.857 1.724 4.510 0.09
C -1.964 -3.390 -0.571 0.01
C -1.605 -1.914 -0.381 0.10
C -0.282 -1.915 -2.492 0.01
C -1.660 2.817 -3.712 0.00
C 2.888 -0.984 -1.803 0.00
C -0.225 1.320 -1.641 0.02
C -1.889 1.951 1.988 0.71
C 0.346 1.392 -3.062 0.00
C 0.217 0.760 1.111 0.43
C 2.304 -0.100 -0.694 0.02
C -1.958 -3.787 -2.051 0.01
C 1.843 -1.628 4.627 0.01
C 4.398 -1.164 -1.579 0.00
C -0.127 2.699 -3.701 0.00
C -2.671 0.690 2.037 0.31
C -0.229 -1.633 -0.977 -0.04
C -3.267 1.109 4.505 -0.04
C -3.770 0.684 3.117 0.11
C 5.153 0.158 -1.389 0.00
C 4.472 1.100 -0.392 0.00
C -1.757 1.263 -1.685 0.01
C -0.661 -3.379 -2.759 0.00
C -1.593 2.628 3.265 -0.12
C -2.313 2.523 -2.352 -0.01
C 2.980 1.279 -0.699 0.02
H 1.180 0.682 1.638 -0.03
H -2.078 0.382 -2.258 0.00
H 0.002 0.530 -3.650 0.00
H 2.526 1.944 0.046 0.00
H -3.399 2.414 -2.476 0.00
H 4.824 -1.722 -2.420 0.00
H -4.552 1.396 2.798 0.01
H -2.358 -1.276 -0.867 0.00
H -2.141 3.376 -1.682 0.01
H 4.527 -1.770 -0.671 0.00
H 0.159 -4.022 -2.407 0.00
H 0.004 1.837 1.021 -0.03
H -2.100 -4.867 -2.142 0.00
H 4.961 2.079 -0.390 0.00
H -1.114 0.904 4.552 -0.01
H 5.241 0.665 -2.359 0.00
H -2.814 -3.319 -2.558 0.00
H 6.172 -0.049 -1.051 0.00
H 2.555 -0.583 0.267 -0.01
H -1.738 2.342 5.415 0.00
H -1.229 -3.996 -0.019 0.00
H 0.487 -2.337 -0.512 0.00
H 4.559 0.679 0.622 0.00
H 2.711 -0.510 -2.782 0.00
H -0.538 2.953 3.288 0.02
H -1.035 -1.258 -2.955 0.00
H 0.292 3.539 -3.132 0.00
H -1.632 -1.675 0.719 -0.01
H -4.189 -0.329 3.200 0.01
H 0.678 -1.693 -2.976 0.00
H 2.403 -1.969 -1.813 0.00
H -2.068 2.126 -4.460 0.00
H -2.944 -3.584 -0.118 0.00
H 2.845 1.762 -1.678 0.00
H 0.063 2.249 -1.120 0.01
H 1.443 1.349 -3.054 0.00
H -3.084 0.357 1.084 -0.04
H -3.965 1.852 4.923 0.00
H -1.757 2.477 1.050 0.16
H -2.205 3.549 3.349 0.03
H 0.264 2.768 -4.724 0.00
H -1.940 3.828 -4.035 0.00
H -0.759 -3.532 -3.840 0.00
H -2.175 1.157 -0.672 -0.01
H -3.284 0.249 5.190 0.00
```

Summary:
E_tot   -77875.2757 eV
Max |F|   2.93 eV/Å
Spin multiplicity   5
Orbital gap (spin up / spin down)   5.2 / 6.7 eV